Record 1
ORCA calculation (ωB97M-V/def2-TZVPD) on a 2-piece molecular cluster, C4H10N5O overall at a distorted geometry.

Structure (XYZ):
```
20
Properties=species:S:1:pos:R:3
O -1.078 -1.236 -0.492
N -0.769 1.209 -1.310
N 2.296 0.768 0.724
N 3.519 0.285 0.635
N 1.472 0.180 -0.062
N 2.140 -0.874 -0.644
C -0.500 1.045 -0.015
C 3.383 -0.745 -0.174
C -1.224 -0.265 0.494
C -2.635 0.220 0.959
H -0.263 1.817 -1.969
H -1.132 0.370 -1.649
H -2.899 0.837 0.191
H -0.737 -0.652 1.500
H -1.577 -2.027 -0.258
H -3.464 -0.497 1.168
H 1.656 -1.638 -1.100
H 4.162 -1.458 -0.339
H -2.468 0.936 1.746
H 0.118 1.726 0.596
```

Computed properties:
Maximum force   4.59 eV Å⁻¹
Relative energy (zero: lowest compared OMol25 entry of this formula, charge and spin)   77.01 kcal per mole
LUMO energy   -3.951 eV
Total charge   +1
Calculated total energy   -13798.6514 eV
Kohn-Sham gap   10.904 eV

Results of the Mulliken charge analysis, in e, for atoms 1 through 8: number 1, O, carries -0.5744; number 2, N, carries -0.2973; number 3, N, carries -0.3636; number 4, N, carries -0.4296; number 5, N, carries 0.5243; number 6, N, carries -0.2786; number 7, C, carries 0.1133; number 8, C, carries -0.0501

Record 2
ORCA calculation (ωB97M-V/def2-TZVPD) on a 2-piece molecular cluster, C4H10N5O overall at a distorted geometry.

Structure (XYZ):
```
20
Properties=species:S:1:pos:R:3
O -1.911 -0.688 -0.471
N -0.295 -3.389 -0.206
N 2.557 0.176 -0.108
N 1.332 0.494 0.209
N 1.366 1.579 1.080
N 3.349 0.858 0.516
C 2.622 1.687 1.291
C -1.345 1.728 -0.582
C -1.160 0.362 0.065
C 0.244 0.064 -0.394
H -2.847 -0.432 -0.508
H -1.011 1.806 -1.689
H -0.916 2.456 0.005
H -0.892 -3.733 -0.949
H -0.953 -2.839 0.495
H -1.313 0.334 1.105
H 3.141 2.507 1.783
H 0.330 -0.674 -1.318
H -2.414 1.925 -0.557
H 0.115 -4.222 0.232
```

Computed properties:
Maximum force   5.48 eV Å⁻¹
Relative energy (zero: lowest compared OMol25 entry of this formula, charge and spin)   116.03 kcal per mole
LUMO energy   -6.821 eV
Total charge   +1
Calculated total energy   -13796.9593 eV
Kohn-Sham gap   6.484 eV

Results of the Mulliken charge analysis, in e, for atoms 1 through 8: number 1, O, carries -0.4580; number 2, N, carries -0.6666; number 3, N, carries -0.4748; number 4, N, carries 1.0424; number 5, N, carries -0.5862; number 6, N, carries -0.2764; number 7, C, carries 0.0410; number 8, C, carries -1.2379

Record 3
ORCA calculation (ωB97M-V/def2-TZVPD) on a 2-piece molecular cluster, C4H10N5O2 overall at a distorted geometry.

Structure (XYZ):
```
21
Properties=species:S:1:pos:R:3
O -0.881 -2.785 -1.111
O -1.284 -4.691 0.090
N -0.741 1.597 -1.230
N 0.135 2.443 1.293
N -0.510 0.257 -0.126
N -1.863 1.389 -1.957
N 1.026 1.552 1.215
C -1.104 -3.737 -0.502
C 0.678 0.375 0.716
C 1.981 -0.490 0.387
C 1.027 -0.902 1.504
H 1.414 -0.907 2.452
H 0.343 3.359 1.637
H -2.566 1.328 -1.206
H -0.459 -0.608 -0.773
H -0.644 2.351 0.651
H 2.040 -0.943 -0.552
H 0.184 -1.502 1.295
H 3.019 -0.245 0.666
H -1.954 0.614 -2.574
H 0.158 1.544 -1.873
```

Computed properties:
Maximum force   4.21 eV Å⁻¹
Relative energy (zero: lowest compared OMol25 entry of this formula, charge and spin)   132.37 kcal per mole
LUMO energy (spin up / spin down)   -5.270 / -5.270 eV
Total charge   +1
Calculated total energy   -15844.2497 eV
Kohn-Sham gap (spin up / spin down)   7.998 / 7.998 eV

Results of the Mulliken charge analysis, in e, for atoms 1 through 8: number 1, O, carries -0.4215; number 2, O, carries -0.2983; number 3, N, carries -0.1843; number 4, N, carries -0.1083; number 5, N, carries -0.5300; number 6, N, carries -0.5705; number 7, N, carries -0.2396; number 8, C, carries 0.6911

Record 4
ORCA calculation (ωB97M-V/def2-TZVPD) on a 2-piece molecular cluster, C4H10N5O4 overall at a distorted geometry.

Structure (XYZ):
```
23
Properties=species:S:1:pos:R:3
O 3.825 2.243 0.388
O -0.093 -3.360 0.196
O 4.315 0.604 -1.023
O 1.294 -1.972 -0.595
N -0.797 -1.321 -0.294
N 2.836 0.260 0.478
N -3.168 -0.512 0.552
N 0.148 -2.285 -0.249
N 3.744 1.079 -0.038
C -1.550 0.952 -0.540
C 2.057 0.637 1.541
C -0.481 -0.070 -0.564
C -2.939 0.331 -0.598
H -3.734 1.009 -0.873
H -1.465 1.752 0.259
H -3.909 -1.173 0.448
H -2.848 -0.264 -1.530
H -2.293 -0.942 0.560
H 2.737 -0.677 0.155
H 1.347 -0.053 2.028
H -1.444 1.607 -1.375
H 0.477 0.371 -0.582
H 1.943 1.780 1.659
```

Computed properties:
Maximum force   4.71 eV Å⁻¹
Relative energy (zero: lowest compared OMol25 entry of this formula, charge and spin)   0.00 kcal per mole
Spin multiplicity   3
⟨S²⟩   2.033
LUMO energy (spin up / spin down)   3.608 / 2.413 eV
Total charge   -1
Calculated total energy   -19942.4787 eV
Kohn-Sham gap (spin up / spin down)   5.822 / 7.746 eV

Results of the Mulliken charge analysis, in e, for atoms 1 through 8: number 1, O, carries -0.6781; number 2, O, carries -0.7770; number 3, O, carries -0.6578; number 4, O, carries -0.7924; number 5, N, carries -0.4198; number 6, N, carries -0.0626; number 7, N, carries -0.8044; number 8, N, carries 0.7095

Record 5
ORCA calculation (ωB97M-V/def2-TZVPD) on a 2-piece molecular cluster, C4H10NO overall at a distorted geometry.

Structure (XYZ):
```
16
Properties=species:S:1:pos:R:3
O -1.520 0.169 0.562
N 1.397 0.650 -0.435
C 1.019 -0.584 0.249
C -2.840 0.190 0.169
C 2.407 1.306 0.023
C 0.150 -1.474 -0.660
H 3.061 0.888 0.805
H -3.005 -0.098 -0.915
H 1.892 -1.084 0.571
H -0.065 -2.492 -0.178
H -0.862 -0.932 -0.686
H -3.501 -0.408 0.849
H 0.654 -1.649 -1.634
H 2.644 2.307 -0.318
H 0.474 -0.285 1.105
H -3.327 1.216 0.262
```

Computed properties:
Maximum force   2.19 eV Å⁻¹
Relative energy (zero: lowest compared OMol25 entry of this formula, charge and spin)   45.42 kcal per mole
LUMO energy   4.081 eV
Total charge   -1
Calculated total energy   -7845.5668 eV
Kohn-Sham gap   6.344 eV

Results of the Mulliken charge analysis, in e, for atoms 1 through 8: number 1, O, carries -0.7716; number 2, N, carries -0.4106; number 3, C, carries -0.5508; number 4, C, carries -0.7161; number 5, C, carries -0.3364; number 6, C, carries -0.7235; number 7, H, carries 0.2268; number 8, H, carries 0.2061

Record 6
ORCA calculation (ωB97M-V/def2-TZVPD) on a 2-piece molecular cluster, C4H10NO overall at a distorted geometry.

Structure (XYZ):
```
16
Properties=species:S:1:pos:R:3
O -4.610 -1.062 0.108
N 2.527 1.534 -0.830
C 3.418 0.613 0.058
C 3.241 -0.844 0.190
C -2.434 -0.249 0.761
C -3.680 -0.164 -0.284
H 3.822 1.256 0.861
H -1.934 -1.212 0.926
H -2.798 -0.042 1.808
H 4.175 -1.310 -0.185
H -3.968 0.913 -0.330
H 2.665 1.189 -1.782
H 2.506 -1.567 -0.320
H -3.174 -0.367 -1.241
H -1.733 0.569 0.457
H 1.976 0.743 -0.198
```

Computed properties:
Maximum force   3.70 eV Å⁻¹
Relative energy (zero: lowest compared OMol25 entry of this formula, charge and spin)   75.19 kcal per mole
Spin multiplicity   2
⟨S²⟩   0.755
LUMO energy (spin up / spin down)   7.050 / 7.033 eV
Total charge   -2
Calculated total energy   -7839.7159 eV
Kohn-Sham gap (spin up / spin down)   5.373 / 6.826 eV

Results of the Mulliken charge analysis, in e, for atoms 1 through 8: number 1, O, carries -0.9231; number 2, N, carries -0.7916; number 3, C, carries -0.4016; number 4, C, carries -0.6535; number 5, C, carries -0.9450; number 6, C, carries -0.2049; number 7, H, carries 0.2130; number 8, H, carries 0.2788

Record 7
ORCA calculation (ωB97M-V/def2-TZVPD) on a 2-piece molecular cluster, C4H10NO overall at a distorted geometry.

Structure (XYZ):
```
16
Properties=species:S:1:pos:R:3
O 1.162 -1.380 1.481
N -3.584 -0.627 0.043
C -2.053 -0.667 0.101
C 1.266 -0.010 1.006
C 2.165 0.479 -0.034
C 1.535 1.033 -1.345
H 2.196 1.504 -2.070
H 3.194 0.096 -0.049
H -1.635 -1.674 0.200
H -1.484 -0.040 -0.595
H 0.993 0.674 1.827
H -2.257 -0.423 1.152
H 0.545 1.479 -1.315
H 0.400 -0.587 0.531
H -3.903 0.224 0.505
H 1.460 -0.080 -1.437
```

Computed properties:
Maximum force   3.61 eV Å⁻¹
Relative energy (zero: lowest compared OMol25 entry of this formula, charge and spin)   144.05 kcal per mole
Spin multiplicity   2
⟨S²⟩   0.757
LUMO energy (spin up / spin down)   6.673 / 6.586 eV
Total charge   -2
Calculated total energy   -7836.7302 eV
Kohn-Sham gap (spin up / spin down)   4.340 / 4.251 eV

Results of the Mulliken charge analysis, in e, for atoms 1 through 8: number 1, O, carries -0.8349; number 2, N, carries -0.8796; number 3, C, carries -0.7645; number 4, C, carries 0.1749; number 5, C, carries -0.6441; number 6, C, carries -0.8169; number 7, H, carries 0.3078; number 8, H, carries 0.3375

Record 8
ORCA calculation (ωB97M-V/def2-TZVPD) on an isolated ion of composition C4H10NO and charge +1 at a distorted geometry.

Structure (XYZ):
```
16
Properties=species:S:1:pos:R:3
O -2.132 -1.166 2.339
N 1.498 -0.539 -0.849
C -1.757 -0.689 1.293
C -0.026 -0.187 -0.518
C -0.255 -0.442 1.011
C -0.048 1.283 -0.835
H 0.673 1.938 -0.158
H -0.670 -0.797 -1.081
H 0.457 -1.166 1.298
H 1.639 -1.579 -0.876
H 0.127 0.469 1.709
H -0.909 1.759 -0.209
H 2.063 -0.033 -0.091
H 1.854 -0.067 -1.756
H -0.052 1.555 -1.882
H -2.464 -0.338 0.605
```

Computed properties:
Maximum force   4.49 eV Å⁻¹
Relative energy (zero: lowest compared OMol25 entry of this formula, charge and spin)   48.43 kcal per mole
LUMO energy   -3.971 eV
Total charge   +1
Calculated total energy   -7839.2169 eV
Kohn-Sham gap   9.911 eV
SMILES   C[C@@H]([NH3+])CC=O

Results of the Mulliken charge analysis, in e, for atoms 1 through 8: number 1, O, carries -0.3943; number 2, N, carries -0.4460; number 3, C, carries -0.1796; number 4, C, carries 0.0477; number 5, C, carries -0.6141; number 6, C, carries -1.3016; number 7, H, carries 0.3680; number 8, H, carries 0.4367

Record 9
ORCA calculation (ωB97M-V/def2-TZVPD) on an isolated ion of composition C4H10NO and charge +1 at a distorted geometry.

Structure (XYZ):
```
16
Properties=species:S:1:pos:R:3
O -2.579 0.548 -0.283
N 0.069 -0.585 0.616
C -0.228 0.791 -0.104
C -1.691 1.244 0.130
C 2.397 -0.390 -0.366
C 1.303 -1.374 -0.124
H -1.758 2.118 0.856
H 0.558 1.509 0.151
H 0.443 -0.570 1.608
H 3.152 -0.102 0.585
H -0.781 -1.108 0.545
H 3.237 -0.915 -0.958
H 2.382 0.561 -0.799
H 1.571 -2.026 0.710
H -0.060 0.651 -1.170
H 0.725 -2.032 -0.788
```

Computed properties:
Maximum force   6.00 eV Å⁻¹
Relative energy (zero: lowest compared OMol25 entry of this formula, charge and spin)   59.05 kcal per mole
LUMO energy   -4.067 eV
Total charge   +1
Calculated total energy   -7838.7565 eV
Kohn-Sham gap   10.716 eV
SMILES   CC[NH2+]CC=O

Results of the Mulliken charge analysis, in e, for atoms 1 through 8: number 1, O, carries -0.3862; number 2, N, carries -0.3003; number 3, C, carries -0.5053; number 4, C, carries -0.0055; number 5, C, carries -1.1007; number 6, C, carries -0.3436; number 7, H, carries 0.3044; number 8, H, carries 0.4260

Record 10
ORCA calculation (ωB97M-V/def2-TZVPD) on C4H10NO as an isolated structure at a distorted geometry.

Structure (XYZ):
```
16
Properties=species:S:1:pos:R:3
O -1.650 0.679 1.226
N 0.903 1.757 1.371
C -0.848 -0.749 -0.496
C -0.092 -0.911 -1.859
C 1.963 1.254 0.806
C -1.239 -0.484 1.415
H -1.308 -1.583 1.535
H -0.983 -0.858 -2.485
H 0.901 2.780 1.475
H 0.587 -0.152 -2.323
H 2.311 0.348 1.305
H -0.135 -0.099 1.620
H -1.541 0.058 -0.754
H 0.340 -1.883 -2.148
H 2.348 1.470 -0.199
H -1.554 -1.625 -0.489
```

Computed properties:
Maximum force   5.72 eV Å⁻¹
Relative energy (zero: lowest compared OMol25 entry of this formula, charge and spin)   239.07 kcal per mole
LUMO energy   -8.259 eV
Total charge   +1
Calculated total energy   -7830.9500 eV
Kohn-Sham gap   5.157 eV

Results of the Mulliken charge analysis, in e, for atoms 1 through 8: number 1, O, carries -0.2649; number 2, N, carries -0.4570; number 3, C, carries -0.3678; number 4, C, carries -0.9508; number 5, C, carries -0.2836; number 6, C, carries 0.1437; number 7, H, carries 0.3863; number 8, H, carries 0.3306

Question: The highest calculated total energy belongs to which entry?
Answer: number 10